[1]
Formula: C78H63N11O3P2S4Se2Y
Source: OMol25
Level of theory: the ωB97M-V functional and the def2-TZVPD basis

Frontier orbital gap, hartree: 0.2719
Charge: +1
E_HOMO, eV: -9.60
ΔE to the lowest compared entry with this formula, charge and spin, kcal per mole: 11.6
Calculated total energy, Eh: -10954.62503

Last column: Löwdin charge in e.
Geometry (Å):
Y  0.027  0.131  0.506  1.1751
Se  6.579  2.996  0.232  0.4406
Se  0.778  2.467  -1.057  0.4375
S  -2.908  1.949  0.432  0.7823
S  -4.970  0.115  -0.226  0.8978
S  -4.232  1.495  5.399  0.4346
S  -2.856  -1.729  -0.442  0.7793
P  2.732  2.637  -0.158  0.6533
P  6.334  0.908  0.211  0.5809
O  -4.783  1.981  4.128  -0.3689
O  -4.641  0.131  5.712  -0.3572
O  -4.316  2.445  6.480  -0.3154
N  -1.567  -1.069  -0.588  -0.3667
N  1.047  0.393  2.932  0.0538
N  3.041  -1.122  0.538  -0.0389
N  -1.695  1.328  0.942  -0.3984
N  0.517  -2.270  0.727  -0.0635
N  -4.291  1.146  0.689  -0.3286
N  -4.175  -0.945  -1.043  -0.3437
N  0.789  -4.413  1.128  -0.0074
N  4.333  -0.940  0.559  0.0003
N  2.420  0.024  0.241  -0.1741
N  0.726  -10.339  4.432  0.1733
C  -3.606  -4.507  -3.291  -0.0571
C  -3.997  3.780  -3.009  -0.0556
C  8.882  -0.936  3.598  -0.0794
C  6.984  0.141  -1.302  -0.3363
C  -2.156  -5.477  -1.628  -0.0545
C  -3.507  5.859  2.575  -0.0519
C  -3.516  -2.086  3.536  -0.0420
C  3.346  3.674  3.754  -0.0520
C  -3.424  -2.290  1.160  -0.3192
C  7.256  0.124  1.589  -0.3251
C  4.213  3.093  -2.409  -0.1165
C  6.367  -0.936  -1.932  -0.0780
C  -0.204  -7.104  3.461  -0.0072
C  -6.854  1.849  -0.996  -0.0546
C  9.221  0.265  2.990  -0.0731
C  -3.248  3.485  1.232  -0.3367
C  -6.175  -0.584  0.850  -0.3224
C  2.377  4.652  3.952  -0.0534
C  1.097  -4.213  -0.209  -0.0395
C  -4.465  -3.094  3.581  -0.0424
C  -2.420  2.059  -3.600  -0.0558
C  -0.575  -0.113  4.718  -0.0406
C  4.812  5.727  -1.751  -0.0711
C  7.737  -1.607  3.199  -0.0809
C  -4.906  -3.701  2.411  -0.0528
C  -2.488  1.320  4.998  -0.2347
C  1.729  -7.819  2.210  -0.0061
C  -7.624  2.539  -1.913  -0.0464
C  -4.498  4.896  2.684  -0.0420
C  -1.791  0.169  5.331  -0.0737
C  -2.373  5.629  1.797  -0.0635
C  -2.229  4.428  1.127  -0.0779
C  0.913  -2.894  -0.441  -0.1545
C  0.451  -3.202  1.639  -0.1352
C  -1.875  2.277  4.191  -0.0329
C  -2.863  -5.580  -2.821  -0.0590
C  1.650  4.394  1.679  -0.1269
C  1.535  5.018  2.912  -0.0681
C  8.411  0.796  1.998  -0.1224
C  -6.553  1.351  -3.724  -0.0555
C  -0.662  2.004  3.596  -0.0574
C  8.124  -0.977  -3.579  -0.0786
C  -0.199  -5.900  2.780  0.0013
C  -2.974  -1.681  2.322  -0.0543
C  6.930  -1.092  2.193  -0.0801
C  0.741  -9.334  3.874  -0.1688
C  -2.292  1.707  -2.263  -0.1327
C  -8.063  -1.712  2.468  -0.0465
C  4.040  4.965  -0.886  -0.1191
C  0.757  -8.069  3.174  -0.2185
C  4.602  0.362  0.286  -0.3995
C  -5.941  0.912  -1.467  -0.3202
C  3.375  0.981  0.084  -0.4293
C  2.620  3.411  1.474  -0.3630
C  3.477  3.056  2.517  -0.0927
C  -3.661  -3.324  -2.565  -0.0551
C  8.171  0.659  -1.818  -0.1007
C  -6.125  -0.308  2.207  -0.0408
C  -3.012  2.404  -1.308  -0.3041
C  0.782  -5.654  1.829  -0.1847
C  -2.192  -4.299  -0.903  -0.0766
C  -8.088  -1.973  1.095  -0.0585
C  6.939  -1.489  -3.072  -0.0788
C  3.750  3.648  -1.219  -0.4506
C  4.990  3.857  -3.261  -0.0674
C  -5.771  0.649  -2.816  -0.0560
C  5.292  5.173  -2.929  -0.0650
C  1.747  -6.607  1.542  0.0051
C  -7.091  -0.893  3.020  -0.0295
C  -7.137  -1.409  0.268  -0.0657
C  8.742  0.097  -2.949  -0.0709
C  -4.381  3.692  2.001  -0.0758
C  -0.057  0.771  3.790  -0.3282
C  -4.399  -3.292  1.191  -0.0719
C  -3.875  3.440  -1.672  -0.0581
C  -7.474  2.289  -3.274  -0.0522
C  -3.265  3.093  -3.972  -0.0589
C  -2.948  -3.236  -1.381  -0.3217
H  -3.248  -1.577  4.446  0.0759
H  7.471  -2.547  3.667  0.1039
H  -0.228  2.710  2.896  0.0937
H  2.523  -6.397  0.816  0.1229
H  4.248  2.316  2.369  0.0835
H  1.040  -2.356  -1.366  0.1130
H  -2.404  3.198  3.968  0.1140
H  1.523  -0.422  3.301  0.0950
H  8.659  1.751  1.553  0.0496
H  6.455  -2.324  -3.563  0.1037
H  -6.958  2.032  0.069  0.1276
H  -0.973  -5.165  2.973  0.1157
H  -4.245  -2.482  -2.912  0.0969
H  -4.153  -4.591  -4.221  0.1122
H  0.182  -3.057  2.675  0.1393
H  -8.854  -2.612  0.674  0.1124
H  -1.667  0.875  -1.980  0.0476
H  -8.343  3.271  -1.568  0.1174
H  -5.663  -4.476  2.444  0.1176
H  4.010  3.394  4.562  0.1150
H  -4.656  4.589  -3.297  0.1171
H  3.691  5.388  0.046  0.1068
H  1.380  -5.022  -0.862  0.1311
H  -1.601  6.385  1.721  0.1063
H  -7.140  -1.600  -0.800  0.1230
H  -4.433  3.984  -0.922  0.1203
H  -3.353  3.370  -5.015  0.1133
H  9.664  0.504  -3.346  0.1080
H  -0.056  -1.045  4.934  0.1126
H  8.632  1.518  -1.343  0.0804
H  -6.437  1.167  -4.784  0.1158
H  -2.234  -0.532  6.029  0.1159
H  0.772  5.772  3.068  0.1075
H  6.059  -1.639  1.873  0.0746
H  -5.114  2.907  2.128  0.0870
H  -0.964  -7.309  4.202  0.1281
H  5.906  5.768  -3.593  0.1107
H  0.977  4.656  0.870  0.0719
H  5.051  6.752  -1.497  0.1116
H  1.734  1.143  2.894  0.0709
H  2.275  5.124  4.922  0.1148
H  -5.377  0.342  2.645  0.0859
H  -5.355  5.062  3.325  0.1233
H  -2.274  -0.854  2.288  0.0840
H  10.112  0.799  3.297  0.1075
H  -1.578  -6.318  -1.261  0.1121
H  -3.607  6.793  3.115  0.1127
H  -4.760  -3.741  0.274  0.1217
H  -5.032  -0.070  -3.142  0.1027
H  -8.083  2.829  -3.988  0.1145
H  2.477  -8.570  1.997  0.1287
H  -8.816  -2.158  3.107  0.1142
H  -2.836  -6.504  -3.386  0.1124
H  9.508  -1.346  4.382  0.1065
H  5.367  3.428  -4.181  0.1117
H  5.452  -1.353  -1.534  0.0868
H  3.977  2.064  -2.660  0.1132
H  8.566  -1.412  -4.467  0.1060
H  -1.850  1.522  -4.348  0.1166
H  -1.345  4.215  0.531  0.0815
H  -1.653  -4.204  0.034  0.1015
H  -7.052  -0.693  4.086  0.1243
H  -4.888  -3.379  4.538  0.1236

***

[2]
Formula: C24H41F5NO6
Source: OMol25
Level of theory: the ωB97M-V functional and the def2-TZVPD basis

Frontier orbital gap, hartree: 0.3191
Charge: +1
E_HOMO, eV: -11.70
Calculated total energy, Eh: -1944.01928

Last column: Löwdin charge in e.
Geometry (Å):
F  -1.039  -6.296  -3.669  0.0276
F  1.197  -6.055  -4.527  0.0075
F  -0.133  -7.113  -1.060  0.0381
F  1.304  -8.167  -2.765  0.0423
F  2.109  -6.316  -1.493  0.0225
O  -1.988  4.412  4.128  -0.0028
O  1.486  -1.115  2.317  0.0524
O  0.570  0.506  1.076  -0.0297
O  -1.247  2.388  4.732  0.0452
O  -2.701  3.264  -1.938  -0.0179
O  -3.462  3.425  0.160  0.0659
N  1.793  -3.608  -3.138  0.0609
C  -3.269  3.962  -0.929  -0.5047
C  0.366  0.596  3.525  0.0033
C  0.888  -6.856  -2.142  -0.1240
C  5.706  -6.568  -2.472  0.0528
C  -3.552  2.800  5.130  0.0160
C  -3.487  6.117  5.009  -0.0644
C  -2.602  3.732  -3.297  -0.2265
C  -0.210  -3.887  -1.407  -0.1044
C  0.405  -4.237  -2.898  -0.1257
C  -3.571  5.417  -1.129  0.0096
C  0.347  -5.829  -3.300  -0.1228
C  3.418  -2.332  -0.095  -0.1668
C  1.971  -2.271  -2.453  -0.1043
C  -3.042  5.334  3.789  -0.2275
C  0.341  2.929  1.164  -0.0522
C  4.306  -3.687  -0.350  -0.2011
C  5.468  -5.182  -2.227  -0.1101
C  -2.190  3.171  4.626  -0.4731
C  1.946  -2.318  -0.815  -0.2419
C  5.221  -3.614  -1.730  -0.2019
C  -1.373  4.602  -3.480  -0.0662
C  0.928  -3.527  -0.274  -0.1230
C  0.823  -0.081  2.268  -0.4841
C  -0.344  1.604  0.887  -0.2158
H  -0.308  -3.678  -3.675  0.1936
H  -3.524  4.232  -3.611  0.1176
H  -1.419  5.501  -2.857  0.0703
H  -3.715  1.735  4.935  0.0979
H  -4.476  5.664  -0.562  0.0983
H  -0.651  1.573  -0.164  0.1163
H  5.092  -3.766  0.545  0.1350
H  3.673  -4.692  -0.280  0.1026
H  -2.636  6.638  5.460  0.0876
H  -0.526  1.206  3.397  0.0345
H  2.929  -1.718  -2.895  0.1554
H  1.050  -1.588  -2.786  0.1588
H  -0.955  -4.690  -0.989  0.1389
H  -2.736  6.012  -0.756  0.0996
H  -1.254  1.467  1.479  0.1207
H  6.247  -3.064  -1.581  0.1262
H  0.681  2.999  2.201  0.0768
H  0.331  -3.052  0.644  0.1377
H  4.660  -3.067  -2.619  0.0813
H  5.889  -7.744  -2.421  0.0673
H  -3.782  5.684  -2.163  0.0727
H  1.502  -4.452  0.156  0.1127
H  1.416  -1.307  -0.463  0.1391
H  -2.620  6.027  3.053  0.1224
H  4.055  -1.355  -0.341  0.1409
H  -4.364  3.325  4.630  0.0737
H  3.217  -2.280  1.079  0.1227
H  -4.247  6.856  4.737  0.0854
H  -3.871  4.821  3.290  0.1145
H  -3.600  2.983  6.205  0.1029
H  0.102  -0.176  4.257  0.1057
H  1.179  1.208  3.920  0.1117
H  2.578  -4.272  -2.961  0.1624
H  1.811  -3.409  -4.184  0.2000
H  -1.270  4.910  -4.525  0.0860
H  -0.340  3.763  0.965  0.0774
H  -3.901  5.461  5.781  0.0698
H  1.228  3.040  0.532  0.0819
H  -2.504  2.840  -3.925  0.1222
H  -0.471  4.057  -3.182  0.0820
H  -0.854  -2.892  -1.546  0.1437

***

[3]
Formula: C4H8O2
Source: OMol25
Level of theory: the ωB97M-V functional and the def2-TZVPD basis

Frontier orbital gap, hartree: 0.3972
SMILES string: C=C[C@@]1(O)CO1.[H][H]
E_HOMO, eV: -9.84
ΔE to the lowest compared entry with this formula, charge and spin, kcal per mole: 76.9
Calculated total energy, Eh: -307.58989

Last column: Löwdin charge in e.
Geometry (Å):
O  -1.312  0.188  1.513  0.0106
O  -0.386  1.206  -0.408  0.0173
C  -1.442  -0.834  0.513  -0.0603
C  1.033  -0.224  0.883  -0.0716
C  2.115  0.438  0.496  0.0416
C  -0.350  0.147  0.481  -0.5735
H  1.099  -1.092  1.536  0.1144
H  -0.546  -0.324  -3.367  0.0311
H  -0.550  -0.008  -2.693  0.0107
H  -1.276  -1.851  0.867  0.1170
H  -2.278  -0.706  -0.174  0.1167
H  -1.255  1.620  -0.314  0.1195
H  3.107  0.133  0.818  0.0606
H  2.041  1.307  -0.152  0.0659